Record 1
DFT (the ωB97M-V functional and the def2-TZVPD basis) results for a 7-piece molecular cluster, C30H40IN8 overall.

Each line ends with the Löwdin charge.
Positions of all 79 atoms, in Å:
I -0.025 0.528 9.287  0.83
C -0.262 -0.564 7.482  -0.70
C 0.516 0.089 6.344  -0.31
C 0.525 -0.752 5.074  -0.10
N 1.484 -1.871 5.127  -0.02
C 1.731 -2.730 4.076  0.00
C 2.666 -3.611 4.484  -0.01
N 2.979 -3.275 5.778  0.13
C 2.255 -2.224 6.144  -0.03
H 0.076 -1.576 7.694  0.03
H -1.324 -0.592 7.254  0.05
H 0.061 1.048 6.100  0.12
H 1.544 0.311 6.642  0.10
H 0.812 -0.138 4.220  0.13
H -0.460 -1.171 4.864  0.14
H 1.233 -2.662 3.123  0.13
H 3.122 -4.427 3.950  0.14
H 3.660 -3.746 6.353  0.19
H 2.292 -1.736 7.103  0.16
N 0.508 -0.814 0.552  0.00
C -0.071 0.184 -0.184  -0.12
C -0.781 -0.404 -1.193  -0.09
C -0.629 -1.813 -1.065  -0.10
C 0.171 -2.035 0.025  -0.17
H 1.103 -0.675 1.346  0.12
H 0.076 1.221 0.063  0.12
H -1.335 0.122 -1.953  0.08
H -1.055 -2.568 -1.705  0.10
H 0.543 -2.949 0.461  0.10
N 5.708 -4.101 0.865  0.01
C 4.567 -3.579 0.325  -0.13
C 4.221 -2.481 1.068  -0.13
C 5.192 -2.341 2.099  -0.13
C 6.099 -3.358 1.943  -0.14
H 6.196 -4.903 0.511  0.15
H 4.108 -4.018 -0.544  0.11
H 3.374 -1.839 0.884  0.07
H 5.234 -1.576 2.857  0.09
H 6.988 -3.606 2.496  0.11
N -2.066 -4.528 0.564  0.00
C -2.994 -4.746 1.547  -0.15
C -3.444 -6.033 1.423  -0.11
C -2.763 -6.615 0.319  -0.11
C -1.922 -5.661 -0.190  -0.14
H -1.577 -3.663 0.416  0.08
H -3.260 -3.969 2.243  0.10
H -4.186 -6.505 2.045  0.09
H -2.884 -7.615 -0.061  0.09
H -1.240 -5.694 -1.022  0.11
N -4.295 0.196 -2.696  0.01
C -5.661 0.253 -2.773  -0.13
C -5.993 0.621 -4.049  -0.10
C -4.779 0.791 -4.771  -0.12
C -3.751 0.516 -3.907  -0.17
H -3.769 -0.041 -1.875  0.13
H -6.276 0.031 -1.919  0.11
H -6.993 0.752 -4.425  0.09
H -4.676 1.071 -5.807  0.09
H -2.683 0.526 -4.053  0.10
N -2.415 3.569 -4.251  0.01
C -2.344 4.233 -3.059  -0.14
C -1.096 4.793 -2.963  -0.12
C -0.387 4.450 -4.147  -0.13
C -1.231 3.696 -4.922  -0.14
H -3.216 3.053 -4.572  0.12
H -3.183 4.253 -2.385  0.11
H -0.731 5.386 -2.141  0.09
H 0.623 4.729 -4.399  0.09
H -1.086 3.240 -5.886  0.11
N 0.811 7.385 -5.606  0.00
C 0.885 8.028 -4.402  -0.15
C 2.129 8.592 -4.304  -0.11
C 2.833 8.275 -5.498  -0.11
C 1.992 7.529 -6.280  -0.14
H 0.012 6.874 -5.935  0.13
H 0.049 8.029 -3.723  0.10
H 2.493 9.171 -3.472  0.09
H 3.839 8.564 -5.753  0.09
H 2.134 7.093 -7.254  0.10

Atoms 1-6, force components in eV/Å:
I -0.0040 0.0150 0.0568
C 0.0970 0.0533 -0.1452
C -0.0310 -0.1491 0.0086
C -0.0681 0.2181 -0.0799
N 0.0042 -0.1064 -0.0347
C -0.0960 -0.0637 -0.1746

Computed properties:
HOMO energy	-9.144	eV
net charge	+1
gap between HOMO and LUMO	0.2255	Eh

=====

Record 2
DFT (the ωB97M-V functional and the def2-TZVPD basis) results for C5H10FN2 as an isolated structure.

Each line ends with the Löwdin charge.
Positions of all 18 atoms, in Å:
C -1.799 0.132 0.737  -0.12
C -1.349 -0.267 -1.179  -0.08
C -0.422 0.129 0.062  -0.38
C 0.603 -0.829 0.776  -0.03
C 2.010 -0.850 -0.082  -0.11
N -2.502 -0.134 -0.268  0.10
N 0.027 1.569 0.021  0.26
F 2.419 0.473 -0.310  -0.08
H -2.164 0.119 1.809  0.15
H -1.371 0.434 -2.032  0.13
H -1.254 -1.371 -1.404  0.15
H 0.814 -0.252 1.676  0.12
H 0.266 -1.837 0.835  0.12
H 2.703 -1.481 0.384  0.09
H 1.877 -1.226 -1.228  0.17
H -0.026 1.855 1.096  0.25
H -0.718 2.036 -0.456  0.16
H 0.886 1.500 -0.436  0.11

Atoms 1-6, force components in eV/Å:
C 0.4417 -0.5960 1.7234
C 0.7027 -0.7249 0.6202
C -1.4319 -1.5742 1.1508
C 2.3413 3.0134 -3.3988
C -3.7746 -0.2373 -3.1374
N -1.4633 -0.1712 -1.0030

Computed properties:
HOMO energy	-14.352	eV
net charge	+1
gap between HOMO and LUMO	0.3887	Eh

=====

Record 3
DFT (the ωB97M-V functional and the def2-TZVPD basis) results for one molecule with the formula C3H6N2O.

Each line ends with the Löwdin charge.
Positions of all 12 atoms, in Å:
C -0.086 1.623 -1.631  -0.12
N 0.325 1.054 -0.379  -0.07
C -0.283 0.125 0.202  -0.24
N 0.455 -0.724 1.031  0.07
C 0.002 -1.895 1.560  -0.36
O 0.669 -2.634 2.248  0.03
H 0.721 0.871 -1.916  0.12
H -1.185 1.645 -1.866  0.09
H 0.355 2.598 -1.852  0.06
H -1.359 -0.071 0.149  0.14
H 1.434 -0.495 1.170  0.15
H -1.049 -2.098 1.284  0.13

Atoms 1-6, force components in eV/Å:
C 0.9707 -0.4696 0.2651
N -0.0158 0.3703 1.9788
C -0.0162 0.3328 0.2145
N -0.0622 0.0011 0.4542
C -0.0350 -0.0159 0.1637
O -0.1945 0.1380 -0.2139

Computed properties:
HOMO energy	-9.128	eV
net charge	0
gap between HOMO and LUMO	0.3703	Eh
SMILES string	C/N=C/NC=O

=====

Record 4
DFT (the ωB97M-V functional and the def2-TZVPD basis) results for C3H6N4 as an isolated structure.

Each line ends with the Löwdin charge.
Positions of all 13 atoms, in Å:
C 0.436 -0.478 0.729  -0.51
C -0.886 0.515 -0.256  -0.22
N 1.201 -1.173 -0.189  0.09
C -1.637 0.272 -1.331  0.05
N -0.196 1.695 -0.086  0.01
N 0.761 1.419 0.670  0.09
N 0.300 -0.896 1.915  0.05
H 0.863 -1.174 -1.138  0.07
H 1.469 -2.091 0.141  0.09
H 1.706 1.789 0.515  0.12
H -0.075 -0.220 2.571  0.03
H -2.105 -0.694 -1.465  0.06
H -1.837 1.036 -2.076  0.06

Atoms 1-6, force components in eV/Å:
C -2.4055 -0.4230 0.2230
C 1.2740 -1.0252 0.8218
N 0.0411 0.2210 -0.2971
C -0.0889 0.1482 0.4656
N 0.8581 1.5761 -0.4941
N 0.4364 -1.8870 -1.0704

Computed properties:
HOMO energy	-8.357	eV
net charge	0
gap between HOMO and LUMO	0.2744	Eh

=====

Record 5
DFT (the ωB97M-V functional and the def2-TZVPD basis) results for one molecule with the formula C2H7NO2Si.

Each line ends with the Löwdin charge.
Positions of all 13 atoms, in Å:
C 0.113 -1.352 0.757  -0.15
C -0.117 0.113 0.498  -0.42
N -1.442 0.215 -0.074  -0.47
O -2.334 -0.091 0.653  0.09
O -1.532 0.666 -1.212  -0.01
Si 0.960 1.071 -0.897  0.71
H 0.415 -1.892 -0.224  0.09
H -0.823 -1.983 1.027  0.11
H 1.059 -1.539 1.358  0.10
H -0.106 0.667 1.695  0.21
H 1.383 0.085 -1.796  -0.08
H 0.300 2.327 -1.369  -0.05
H 2.124 1.712 -0.413  -0.12

Atoms 1-6, force components in eV/Å:
C 1.3126 -3.1096 -1.6573
C 2.0229 2.0621 2.8915
N -0.1197 1.2405 0.0951
O -1.9322 -0.3842 0.1361
O -0.3763 -0.6626 0.1146
Si -1.6271 0.9328 1.4301

Computed properties:
HOMO energy	-10.652	eV
net charge	0
gap between HOMO and LUMO	0.3886	Eh
SMILES string	C[C@@H]([SiH3])[N+](=O)[O-]

=====

Record 6
DFT (the ωB97M-V functional and the def2-TZVPD basis) results for C3H4ClNOS as an isolated structure.

Each line ends with the Löwdin charge.
Positions of all 11 atoms, in Å:
C -0.181 -0.006 -1.664  -0.69
C 0.481 -0.133 0.761  -0.42
C -1.014 0.013 0.823  -0.45
N 0.988 0.642 -0.379  -0.44
O 0.253 -0.126 -2.738  0.05
S -1.705 -0.248 -0.873  0.97
Cl 2.608 0.034 -0.818  0.55
H 0.757 0.416 1.630  0.10
H 0.801 -1.243 0.615  0.13
H -1.625 -0.493 1.535  0.06
H -1.362 1.144 1.109  0.13

Atoms 1-6, force components in eV/Å:
C 2.5715 1.2674 2.0726
C 0.2864 -1.4112 -0.8238
C -1.9021 3.9597 -0.9609
N -1.7901 -1.6811 -2.0003
O -0.4701 -0.1482 -0.5088
S 0.3705 -0.1980 0.3109

Computed properties:
HOMO energy	-9.344	eV
net charge	0
gap between HOMO and LUMO	0.3533	Eh

=====

Record 7
DFT (the ωB97M-V functional and the def2-TZVPD basis) results for C16H27BBeCl3F4KN3NaO7 as an isolated structure.

Each line ends with the Löwdin charge.
Positions of all 64 atoms, in Å:
N 1.644 0.210 1.206  0.09
C 2.147 -0.997 1.879  -0.36
O 3.399 -1.128 1.951  0.04
C 1.239 -2.143 2.526  -0.10
C -0.080 -2.496 1.693  -0.23
C -1.112 -1.292 1.511  -0.19
C -1.697 -0.522 2.800  -0.11
C -3.167 -0.167 2.248  -0.33
N -3.635 -1.532 1.823  0.02
C -2.484 -2.083 1.080  -0.34
O -2.466 -3.045 0.249  -0.02
H 1.830 1.063 1.745  0.10
H 1.986 0.272 0.238  0.05
H 1.894 -3.090 2.515  0.12
H 1.033 -1.914 3.625  0.13
H -0.604 -3.355 2.266  -0.05
H 0.236 -2.952 0.687  0.13
H -0.828 -0.478 0.734  0.13
H -1.871 -1.144 3.745  0.12
H -1.308 0.541 3.054  0.11
H -3.877 0.310 3.001  0.11
H -3.217 0.396 1.243  -0.08
H -3.915 -2.133 2.631  0.11
Be -0.833 -5.317 1.943  0.55
C 1.831 0.143 -2.758  -0.91
O 2.548 0.255 -1.767  0.17
O 1.181 -0.880 -3.064  0.28
O 1.638 1.034 -3.612  0.25
C -3.372 -8.169 0.657  -0.95
Cl -2.458 -7.371 1.957  0.44
Cl -2.936 -7.509 -0.920  0.56
H -3.148 -9.234 0.671  0.04
H -4.436 -8.013 0.825  0.04
B -2.267 3.471 3.567  -1.15
F -1.853 3.066 2.242  -0.32
F -2.574 4.860 3.557  0.09
F -3.419 2.727 3.949  0.08
F -1.206 3.219 4.487  0.08
N -1.199 4.129 -3.288  0.06
C 0.022 3.572 -3.231  -0.15
C 1.194 4.297 -3.082  -0.07
C 1.103 5.679 -2.991  -0.08
C -0.145 6.280 -3.049  -0.07
C -1.258 5.467 -3.195  -0.16
H 0.041 2.493 -3.310  0.08
H 2.152 3.794 -3.040  0.10
H 1.998 6.281 -2.875  0.11
H -0.253 7.355 -2.981  0.11
H -2.256 5.890 -3.242  0.11
C 6.530 -1.403 -2.351  -0.09
C 5.298 -2.060 -2.943  -0.32
O 4.626 -1.155 -3.811  -0.09
H 6.254 -0.503 -1.796  0.08
H 7.052 -2.087 -1.678  0.07
H 7.220 -1.093 -3.141  0.07
H 4.602 -2.349 -2.153  0.11
H 5.568 -2.957 -3.511  0.11
H 5.242 -0.910 -4.512  0.09
O -3.069 5.605 -0.204  -0.05
H -2.881 5.119 -1.017  0.01
H -2.619 5.097 0.483  0.02
K -1.071 2.396 0.805  0.94
Cl -4.696 1.593 0.802  -0.14
Na -3.298 -5.134 3.129  0.43

Atoms 1-6, force components in eV/Å:
N -1.0799 -0.7957 0.4711
C 4.0222 -0.1432 0.3865
O -4.1924 -0.0439 -0.0996
C 0.1359 -0.2613 -0.7557
C 0.6754 0.7963 0.4074
C -1.7126 -0.3696 0.2638

Computed properties:
HOMO energy	-6.945	eV
net charge	0
gap between HOMO and LUMO	0.0698	Eh

=====

Record 8
DFT (the ωB97M-V functional and the def2-TZVPD basis) results for C17H16IrN2O5 as an isolated structure.

Each line ends with the Mulliken spin population.
Positions of all 41 atoms, in Å:
Ir -0.013 0.043 -0.104  0.75
O -0.328 -2.757 -1.370  0.04
C -0.205 -1.717 -0.877  0.04
C 0.186 1.627 1.051  0.08
O 0.310 2.556 1.746  0.04
C -1.923 0.243 -0.022  0.04
O -3.073 0.366 0.002  0.01
C 1.934 -0.202 -0.064  0.03
O 3.089 -0.356 -0.018  0.02
C 0.040 0.494 -2.245  0.02
H 0.922 0.010 -2.689  0.00
H -0.927 0.224 -2.679  0.00
C 0.184 1.698 -1.557  0.09
H -0.671 2.367 -1.427  0.00
H 1.179 2.151 -1.437  0.00
C -0.831 -3.015 5.749  -0.01
N -0.859 -2.352 4.459  0.43
N 0.285 -1.820 3.800  0.17
C -0.220 -1.244 2.672  0.50
O 0.621 -0.678 1.854  0.26
C -1.620 -1.427 2.622  0.03
C -1.959 -2.081 3.728  0.43
C -3.321 -2.453 4.086  -0.01
C 1.641 -1.931 4.219  0.27
C 2.140 -3.066 4.845  0.07
C 3.479 -3.168 5.220  0.12
C 4.357 -2.117 4.957  0.28
C 3.876 -0.977 4.312  0.04
C 2.540 -0.883 3.939  0.15
H -0.397 -4.020 5.676  0.02
H -1.860 -3.175 6.083  0.01
H -0.323 -2.410 6.497  0.01
H -2.292 -1.101 1.835  0.01
H -3.420 -3.541 4.172  0.02
H -3.624 -1.979 5.027  0.02
H -4.030 -2.115 3.307  0.00
H 1.509 -3.948 5.047  0.00
H 3.846 -4.078 5.710  0.00
H 5.406 -2.198 5.249  0.00
H 4.570 -0.151 4.103  0.00
H 2.202 0.032 3.437  0.01

Atoms 1-6, force components in eV/Å:
Ir -0.1060 0.7890 -1.5075
O 0.5095 3.9273 1.6022
C -0.7700 -5.4074 -1.6678
C 0.4632 5.0823 4.3657
O -0.4966 -4.0402 -3.3520
C -5.3335 0.4469 0.0901

Computed properties:
multiplicity	5
⟨S²⟩	6.0267
HOMO energy (alpha / beta)	-14.748 / -19.301	eV
net charge	+3
gap between HOMO and LUMO (alpha / beta)	0.1703 / 0.2176	Eh

=====

no.,E_tot (Ha)
1,-1902.61522
2,-405.53463
3,-302.60469
4,-336.74674
5,-574.95821
6,-1105.00093
7,-3898.48161
8,-1246.13586